[1]
Density functional theory data (the ωB97M-V functional and the def2-TZVPD basis) for 4 unconnected molecules or ions with the total composition C17H41ClO6P in a non-equilibrium geometry.

```
66
Properties=species:S:1:pos:R:3:forces:R:3:nbo_charge:R:1
C 4.6163 -3.1910 1.0217 0.63 0.18 -0.49 -0.612
C 5.5088 -1.9779 0.5761 -1.06 -0.05 0.89 -0.399
C 5.7203 -1.0032 1.7929 0.25 -0.07 -1.13 -0.423
C 5.2169 0.4080 1.4069 1.90 -1.34 0.82 -0.097
O 3.7515 0.3469 1.3888 -0.39 1.61 -0.41 -0.760
P 3.0891 1.7524 1.0981 0.03 0.16 0.20 1.602
Cl 3.2384 2.2680 -0.8728 -0.25 -0.43 1.36 -0.163
C 1.3976 1.9366 1.7389 -0.42 0.27 -0.67 -0.778
C 0.2860 1.2311 0.9157 -0.40 -0.60 0.37 -0.409
C 0.5871 -0.2342 0.5103 -0.96 0.33 0.00 -0.526
C 0.7225 -1.1906 1.6939 -0.61 0.14 0.06 0.787
O 1.7517 -1.7188 1.9445 1.67 -0.65 0.02 -0.561
O -0.3690 -1.4756 2.4747 -0.26 0.56 -1.41 -0.726
H 3.9068 -3.4720 0.2282 0.33 -0.06 0.30 0.216
H 5.2908 -4.0361 1.2355 -0.50 0.14 -0.02 0.214
H 4.0352 -2.9558 1.9252 0.19 -0.06 -0.41 0.217
H 5.0004 -1.3998 -0.2167 0.13 -0.37 0.20 0.185
H 6.4629 -2.3216 0.1522 -0.29 0.14 0.25 0.220
H 6.7996 -0.9858 2.0205 -0.42 0.46 0.04 0.234
H 5.2102 -1.3498 2.7051 0.06 0.16 -0.39 0.228
H 5.6240 0.6670 0.4163 -0.45 0.08 0.28 0.206
H 5.5969 1.1095 2.1701 -0.65 0.11 -0.32 0.204
H 3.8942 2.7077 1.7688 -0.22 -0.25 -0.39 0.003
H 1.1803 3.0258 1.6900 0.36 -0.38 -0.07 0.303
H 1.3710 1.6918 2.8177 0.40 -0.25 -0.50 0.294
H -0.6099 1.2072 1.5638 0.38 0.13 -0.24 0.254
H -0.0121 1.8325 0.0444 0.40 -0.15 0.30 0.263
H 1.4715 -0.3195 -0.1426 -0.18 -0.07 0.45 0.222
H -0.2800 -0.5741 -0.0868 0.36 0.11 0.24 0.259
H -0.4893 -2.4386 2.3614 -0.36 -0.11 0.61 0.527
C -1.8633 -5.7471 4.3046 -0.15 0.20 0.06 -0.631
C -1.6344 -5.6944 2.8031 0.30 -0.38 0.44 0.098
C -0.8683 -6.9127 2.3159 0.02 0.02 -0.27 -0.631
O -0.9048 -4.5059 2.4703 0.15 0.56 -0.21 -0.756
H -0.9104 -5.7616 4.8417 0.02 -0.12 -0.06 0.200
H -2.4054 -4.8619 4.6412 -0.05 -0.05 -0.04 0.219
H -2.4340 -6.6330 4.5855 0.04 0.01 0.01 0.221
H -2.5938 -5.6341 2.2880 0.09 0.21 -0.08 0.183
H 0.1172 -6.9652 2.7879 -0.07 -0.02 0.12 0.200
H -0.7032 -6.8565 1.2387 -0.07 -0.02 0.02 0.219
H -1.4095 -7.8331 2.5382 0.03 0.02 0.01 0.221
H -0.0516 -4.5489 2.9213 -0.06 -0.21 0.00 0.466
C -2.4897 4.2626 -1.7574 0.01 -0.25 -0.03 -0.634
C -2.1862 4.4616 -0.2818 0.01 0.55 -0.47 0.094
C -2.4392 5.8973 0.1461 0.02 0.00 0.26 -0.631
O -0.8167 4.1172 -0.0208 0.24 -0.34 0.25 -0.755
H -1.8474 4.8982 -2.3747 -0.07 0.12 0.07 0.199
H -2.2948 3.2295 -2.0542 -0.09 -0.01 0.05 0.208
H -3.5300 4.4982 -1.9825 0.04 -0.01 -0.06 0.236
H -2.8034 3.7869 0.3138 0.20 -0.08 0.07 0.180
H -1.7956 6.5861 -0.4086 -0.07 -0.04 -0.11 0.201
H -2.2090 6.0285 1.2048 -0.07 -0.04 -0.01 0.218
H -3.4784 6.1814 -0.0222 0.03 0.01 -0.02 0.225
H -0.2602 4.7084 -0.5418 -0.16 0.05 -0.01 0.464
C -4.2882 1.2489 -4.4442 -0.20 -0.01 0.17 -0.628
C -4.4580 2.3295 -5.5015 0.65 -0.27 0.04 0.092
C -3.7338 1.9628 -6.7873 -0.11 0.09 -0.19 -0.629
O -3.9538 3.5692 -5.0039 -0.26 0.20 0.07 -0.717
H -3.2312 1.1185 -4.1908 0.02 -0.03 -0.14 0.188
H -4.8050 1.5288 -3.5244 -0.05 -0.01 -0.06 0.216
H -4.6836 0.2920 -4.7890 0.04 0.00 0.02 0.216
H -5.5191 2.4771 -5.7076 0.04 0.18 0.07 0.182
H -2.6595 1.8551 -6.6095 -0.03 -0.09 0.08 0.193
H -3.8562 2.7497 -7.5328 -0.06 -0.03 0.02 0.223
H -4.1129 1.0273 -7.2022 0.04 0.01 0.00 0.214
H -3.0150 3.4533 -4.8175 -0.06 -0.03 -0.07 0.453
```
Positions in Å, forces in eV/Å.

As for the total charge: +1. The relative energy (zero: lowest compared OMol25 entry of this formula, charge and spin) comes out at 0.5672 eV. As for the LUMO energy: -3.304 eV.



[2]
Density functional theory data (the ωB97M-V functional and the def2-TZVPD basis) for a molecular structure, C25H37N9PdS in a non-equilibrium geometry.

```
73
Properties=species:S:1:pos:R:3:forces:R:3:lowdin_spin:R:1
Pd -0.2227 -0.1448 0.2126 0.23 0.36 -0.04 0.868
C 1.5517 -2.5091 0.9797 -0.38 -0.34 -0.32 0.004
N 2.5458 -1.6438 1.5782 0.04 0.57 -0.50 0.017
C 2.6779 -1.7654 3.0221 0.22 0.14 0.43 0.003
C 2.8511 -0.4849 0.9457 0.61 -0.57 0.36 0.035
N 2.0492 -0.0717 -0.0412 -0.93 0.70 -0.45 0.209
C 2.4650 0.6337 -1.1301 0.00 -0.55 0.71 0.112
C 3.7794 0.5850 -1.6255 0.47 0.23 -0.57 0.019
C 4.1781 1.4200 -2.6427 0.16 -0.58 0.58 0.073
C 3.2935 2.3798 -3.1452 -0.70 0.26 -0.06 0.084
C 1.9766 2.3782 -2.7541 0.45 0.27 -0.20 0.011
C 1.4996 1.4261 -1.8357 -0.61 0.13 -0.07 0.115
N 0.1850 1.2341 -1.5468 0.54 -0.79 0.59 0.177
C -0.8434 1.5802 -2.3230 -0.67 0.39 -0.46 0.035
N -0.8078 1.5463 -3.6758 0.05 -0.02 0.61 0.025
C -1.6001 2.4369 -4.5032 -0.22 0.24 -0.19 0.004
C 0.1511 0.7492 -4.4023 0.21 -0.28 -0.21 0.000
N -2.0068 1.9160 -1.7214 0.62 -0.15 -0.14 0.016
C -3.2989 1.4857 -2.2150 -0.39 -0.11 -0.15 0.003
C -2.0123 2.2702 -0.3182 0.09 0.06 0.54 0.007
N 3.9273 0.2178 1.3555 -0.43 -0.16 -0.12 0.025
C 5.1039 -0.3994 1.9300 0.29 -0.20 0.23 0.004
C 4.0526 1.6464 1.1712 -0.10 0.51 -0.04 0.000
H 1.7142 -3.5265 1.3342 0.04 0.02 -0.03 0.001
H 1.6543 -2.4960 -0.1105 -0.09 -0.06 0.28 0.001
H 0.5277 -2.1905 1.2678 0.48 -0.27 -0.15 0.001
H 2.1828 -2.6774 3.3377 -0.07 0.00 -0.02 0.000
H 2.2081 -0.9169 3.5218 -0.04 -0.02 0.03 0.001
H 3.7108 -1.8308 3.3476 0.04 -0.04 0.01 0.000
H 4.4801 -0.1119 -1.1912 0.04 -0.07 0.04 -0.001
H 5.1805 1.3584 -3.0355 0.14 0.01 0.04 0.003
H 3.6416 3.1031 -3.8646 0.01 0.08 -0.11 0.004
H 1.2910 3.1007 -3.1686 -0.11 0.05 -0.06 -0.002
H -2.1655 3.1333 -3.8912 0.01 -0.03 -0.01 0.000
H -2.2819 1.8816 -5.1496 -0.01 0.00 0.03 0.000
H -0.9253 3.0125 -5.1418 0.00 -0.03 0.01 0.001
H 0.5911 -0.0045 -3.7544 0.00 -0.04 -0.03 0.001
H 0.9538 1.3609 -4.8166 -0.01 -0.01 -0.04 0.000
H -0.3594 0.2516 -5.2261 -0.04 -0.03 -0.02 0.000
H -3.2160 0.9740 -3.1672 0.06 0.00 -0.05 0.000
H -3.9768 2.3330 -2.3228 0.00 -0.02 -0.02 0.000
H -3.7328 0.7850 -1.4928 0.04 0.07 -0.04 0.001
H -1.1126 2.8418 -0.0721 -0.23 -0.18 0.05 0.000
H -2.0696 1.3622 0.3253 -0.03 0.60 -0.30 0.003
H -2.8868 2.8945 -0.1247 0.07 -0.03 -0.02 0.001
H 5.0965 -1.4728 1.7639 0.00 0.00 0.01 0.000
H 5.1893 -0.1831 2.9973 0.01 -0.06 -0.02 0.001
H 5.9826 0.0169 1.4342 -0.02 0.00 -0.02 0.001
H 3.0766 2.0969 0.9959 0.06 -0.01 -0.01 0.000
H 4.7197 1.8966 0.3400 -0.06 -0.04 0.11 0.000
H 4.4661 2.0745 2.0862 -0.03 -0.02 -0.04 0.000
C -2.8655 0.1367 4.8811 0.32 0.54 0.51 0.003
N -3.1865 -0.7032 3.7609 0.07 -0.32 -0.88 0.003
C -4.3365 -1.4321 3.6273 -0.44 -0.54 -0.38 0.001
C -4.2971 -2.0526 2.4327 -0.43 0.02 0.50 0.000
N -3.1038 -1.7074 1.8149 0.01 0.64 0.76 0.002
C -2.4236 -0.8635 2.6575 0.28 -0.03 0.05 0.011
S -0.8910 -0.1736 2.5458 0.49 0.13 -0.01 0.063
C -2.7155 -2.2608 0.5851 0.29 -0.37 -0.72 0.004
C -3.1253 -3.5628 0.2874 0.14 0.27 0.00 0.001
C -2.8023 -4.0953 -0.9453 0.13 0.31 0.08 0.000
C -2.0843 -3.3165 -1.8415 0.02 0.00 0.03 0.001
C -1.7019 -2.0448 -1.4585 -0.23 -0.29 -0.20 0.001
N -2.0056 -1.5177 -0.2669 -0.07 0.11 0.22 0.043
H -3.6781 0.0795 5.5985 -0.03 -0.03 0.00 0.000
H -2.7503 1.1745 4.5570 0.02 -0.15 0.01 0.001
H -1.9399 -0.1859 5.3607 -0.07 0.00 -0.09 0.001
H -5.0825 -1.4672 4.3961 -0.14 0.06 0.06 0.000
H -5.0244 -2.6766 1.9570 -0.12 -0.07 -0.05 0.000
H -3.6671 -4.1507 1.0086 -0.03 -0.03 0.12 0.000
H -3.0952 -5.1017 -1.1907 -0.06 -0.15 -0.08 0.000
H -1.8188 -3.6996 -2.8115 0.06 0.00 -0.16 0.000
H -1.1441 -1.4047 -2.1353 -0.01 -0.05 0.07 0.000
```
Positions in Å, forces in eV/Å.

As for the total charge: +2. As for the multiplicity: 3. As for the LUMO energy (spin up / spin down): -4.794 / -7.557 eV.



| no. | calculated total energy (eV) |
| --- | --- |
| 1 | -52384.540 |
| 2 | -54238.298 |